Record 1
The following is a quantum chemistry calculation of C42H55BClN12O5P2RbS3Se2 as an isolated structure, from the OMol25 dataset.

Last column: Löwdin charge in e.
Element x y z (Å)
Rb 1.251 2.239 -0.489  0.89
O -0.404 2.540 4.178  0.05
C 0.197 2.683 3.016  -0.49
O 0.626 1.782 2.330  -0.02
C 0.322 4.125 2.589  -0.19
C 0.105 5.186 3.450  0.00
C 0.229 6.470 2.927  -0.06
C 0.530 6.634 1.589  0.00
C 0.756 5.502 0.803  -0.18
N 0.668 4.281 1.315  0.09
C 1.017 5.620 -0.719  -0.69
O 0.481 6.615 -1.249  -0.04
O 1.688 4.702 -1.230  -0.19
H -0.522 1.564 4.358  -0.05
H -0.167 5.005 4.479  0.11
H 0.067 7.332 3.563  0.10
H 0.581 7.606 1.118  0.11
C -3.107 -3.083 -2.641  -0.06
N -1.800 -3.654 -2.862  -0.12
C -1.361 -4.850 -2.326  -0.08
C -0.087 -5.004 -2.733  -0.10
N 0.260 -3.921 -3.509  -0.02
B 1.690 -3.698 -4.046  -0.48
N 2.754 -3.687 -2.866  0.00
C 4.050 -4.057 -3.156  -0.10
C 4.808 -3.916 -2.049  -0.08
N 3.960 -3.465 -1.060  -0.14
C 4.333 -3.160 0.297  -0.08
C 2.690 -3.332 -1.554  -0.74
S 1.385 -2.794 -0.612  0.63
C -0.801 -3.086 -3.600  -0.74
S -0.957 -1.639 -4.486  0.58
H -3.883 -3.790 -2.943  0.09
H -3.176 -2.184 -3.249  0.02
H -3.236 -2.826 -1.589  0.08
H -1.984 -5.449 -1.686  0.10
H 0.626 -5.779 -2.509  0.12
H 2.012 -4.639 -4.754  0.07
H 1.742 -2.657 -4.642  0.04
H 4.321 -4.371 -4.149  0.10
H 5.858 -4.077 -1.877  0.10
H 5.233 -3.721 0.554  0.08
H 3.512 -3.430 0.958  0.05
H 4.521 -2.093 0.411  0.06
Se -3.324 0.961 2.791  0.23
P -2.592 -0.725 3.877  0.06
Se -0.630 -0.677 4.799  0.25
C -3.755 -1.150 5.234  -0.42
C -3.760 -2.435 5.772  -0.11
C -4.579 -2.745 6.846  -0.10
C -5.392 -1.767 7.406  -0.11
C -5.383 -0.484 6.880  -0.10
C -4.572 -0.177 5.794  -0.11
C -2.705 -2.194 2.794  -0.42
C -3.944 -2.785 2.554  -0.11
C -4.052 -3.850 1.675  -0.10
C -2.925 -4.319 1.010  -0.11
C -1.693 -3.718 1.222  -0.08
C -1.583 -2.661 2.119  -0.09
H -3.112 -3.194 5.349  0.11
H -4.577 -3.750 7.251  0.09
H -6.030 -2.007 8.249  0.09
H -6.015 0.284 7.311  0.09
H -4.573 0.814 5.357  0.05
H -4.828 -2.402 3.051  0.11
H -5.019 -4.308 1.500  0.09
H -3.012 -5.147 0.316  0.08
H -0.812 -4.045 0.680  0.05
H -0.622 -2.191 2.287  0.07
C -2.723 5.191 -1.778  -0.10
N -2.557 3.908 -1.121  -0.29
C -2.658 3.952 0.331  -0.09
P -2.213 2.451 -1.808  0.50
O -1.032 1.744 -1.258  -0.49
N -3.551 1.515 -1.594  -0.29
C -4.893 2.031 -1.707  -0.11
C -3.452 0.075 -1.403  -0.10
N -2.061 2.823 -3.434  -0.29
C -2.314 1.700 -4.340  -0.12
C -0.773 3.458 -3.746  -0.10
H -1.881 5.859 -1.569  0.07
H -3.647 5.663 -1.417  0.08
H -2.811 5.051 -2.852  0.07
H -1.921 4.639 0.753  0.08
H -2.490 2.964 0.763  0.03
H -3.658 4.292 0.630  0.09
H -4.875 3.115 -1.809  0.07
H -5.476 1.776 -0.815  0.08
H -5.411 1.610 -2.580  0.08
H -2.411 -0.237 -1.447  0.08
H -4.003 -0.446 -2.195  0.07
H -3.864 -0.207 -0.428  0.07
H -3.295 1.267 -4.148  0.07
H -1.565 0.905 -4.246  0.01
H -2.299 2.075 -5.366  0.08
H -0.519 4.238 -3.027  0.07
H -0.833 3.915 -4.737  0.08
H 0.041 2.724 -3.747  0.09
Cl 6.225 1.558 -3.630  0.62
C 4.645 0.833 -3.466  -0.65
C 3.955 0.407 -4.589  -0.10
C 2.715 -0.178 -4.405  -0.06
C 2.217 -0.301 -3.112  -0.16
N 2.886 0.123 -2.042  0.04
C 4.086 0.674 -2.210  -0.18
H 4.387 0.527 -5.574  0.10
H 2.131 -0.555 -5.234  0.09
H 1.252 -0.769 -2.939  0.06
H 4.615 0.991 -1.317  0.08
C 7.995 -1.836 1.244  -0.12
C 7.698 -0.347 1.403  -0.25
C 6.251 -0.062 1.659  -0.64
N 5.555 0.763 0.962  0.00
N 4.235 0.848 1.328  0.02
C 3.953 0.063 2.335  -0.69
N 2.755 -0.038 2.939  0.12
S 5.331 -0.836 2.918  1.05
H 9.046 -1.999 0.998  0.07
H 7.386 -2.264 0.446  0.06
H 7.776 -2.387 2.161  0.06
H 7.952 0.194 0.490  0.11
H 8.307 0.075 2.208  0.10
H 1.959 0.470 2.567  0.06
H 2.532 -0.855 3.481  0.08

Forces on atoms 1 to 2 (eV/Å):
Rb 1.3 -0.9 0.3
O 0.1 -0.2 0.0

The calculation puts the HOMO energy at -2.591 eV. As for the HOMO-LUMO gap: 6.04 eV. As for the total charge: -2. Its electronic energy is -268207.0777 eV.

Record 2
The following is a quantum chemistry calculation of C42H56AsLiN5OPSSi as an isolated structure, from the OMol25 dataset.

Last column: Löwdin charge in e.
Element x y z (Å)
Li 0.082 -0.053 -0.514  0.40
N 2.018 -0.326 2.364  -0.10
P 0.312 -0.471 2.167  1.03
C -0.023 -2.165 2.789  -0.43
C 0.926 -3.042 3.298  -0.13
C 0.565 -4.329 3.662  -0.09
C -0.747 -4.757 3.508  -0.09
C -1.704 -3.881 3.019  -0.08
C -1.344 -2.587 2.675  -0.11
C -0.219 0.357 3.730  -0.33
C 0.255 -0.053 4.977  -0.09
C -0.198 0.557 6.135  -0.08
C -1.134 1.581 6.062  -0.08
C -1.618 1.987 4.829  -0.08
C -1.163 1.375 3.669  -0.11
C 2.820 0.143 1.339  -0.43
C 4.139 0.548 1.590  -0.03
C 4.881 1.059 0.545  -0.07
C 4.318 1.129 -0.725  -0.07
C 3.019 0.681 -0.884  -0.13
N 2.282 0.208 0.120  0.04
H 2.382 -0.191 3.295  0.10
H 1.958 -2.723 3.393  0.09
H 1.315 -5.009 4.049  0.10
H -1.016 -5.775 3.759  0.10
H -2.728 -4.207 2.890  0.10
H -2.086 -1.888 2.301  0.08
H 0.961 -0.873 5.046  0.10
H 0.169 0.219 7.096  0.10
H -1.489 2.052 6.970  0.10
H -2.353 2.779 4.766  0.11
H -1.539 1.681 2.701  0.07
H 4.546 0.485 2.592  0.11
H 5.890 1.413 0.717  0.11
H 4.872 1.528 -1.564  0.10
H 2.524 0.704 -1.851  0.11
C 1.257 -0.917 -4.784  -0.18
Si -0.374 -0.849 -3.772  0.37
C -1.794 -0.432 -4.970  -0.18
C -0.776 -2.633 -3.296  -0.20
N -0.207 0.207 -2.434  -0.14
C 0.052 1.534 -2.648  -0.37
C 0.213 2.137 -3.918  -0.06
C 0.493 3.482 -4.087  -0.11
C 0.641 4.315 -2.991  -0.11
C 0.504 3.767 -1.721  -0.03
C 0.206 2.428 -1.559  -0.22
O 0.089 1.854 -0.278  -0.17
C 0.001 2.744 0.772  -0.32
C 1.097 2.960 1.593  0.00
C 1.000 3.844 2.658  -0.06
C -0.185 4.522 2.899  -0.09
C -1.278 4.312 2.069  -0.08
C -1.188 3.424 1.010  -0.04
H 1.626 -1.940 -4.903  0.01
H 2.034 -0.329 -4.287  0.02
H 1.135 -0.500 -5.786  0.03
H -1.799 -1.131 -5.809  0.03
H -1.742 0.582 -5.371  0.02
H -2.752 -0.533 -4.453  0.01
H -0.520 -3.304 -4.122  0.03
H -1.849 -2.751 -3.123  0.01
H -0.262 -2.981 -2.404  -0.06
H 0.119 1.512 -4.796  0.07
H 0.608 3.879 -5.089  0.10
H 0.861 5.367 -3.108  0.09
H 0.639 4.396 -0.851  0.11
H 2.032 2.459 1.381  0.11
H 1.861 4.017 3.291  0.11
H -0.253 5.221 3.723  0.10
H -2.205 4.843 2.246  0.11
H -2.025 3.253 0.348  0.08
S 1.122 -2.777 -0.232  0.70
C 2.658 -2.807 -0.896  -0.83
N 3.733 -3.023 -0.110  0.02
C 5.095 -3.211 -0.585  -0.17
C 5.268 -2.518 -1.928  -0.16
C 4.138 -2.938 -2.854  -0.16
N 2.867 -2.650 -2.211  0.04
H 3.511 -3.203 0.854  0.12
H 5.320 -4.278 -0.684  0.12
H 5.783 -2.786 0.148  0.12
H 6.236 -2.777 -2.355  0.12
H 5.221 -1.440 -1.784  0.10
H 4.211 -4.011 -3.066  0.12
H 4.183 -2.397 -3.798  0.12
H 2.051 -2.439 -2.764  0.08
C -4.540 -0.080 2.154  -0.18
C -4.524 0.805 0.910  -0.44
As -2.915 0.468 -0.216  1.22
C -3.592 1.329 -1.860  -0.42
C -3.514 2.854 -1.883  -0.16
C -3.284 -1.386 -0.773  -0.43
C -4.712 -1.749 -1.164  -0.16
H -5.409 0.131 2.781  0.07
H -3.643 0.076 2.757  0.04
H -4.577 -1.138 1.881  0.05
H -4.504 1.856 1.208  0.05
H -5.431 0.656 0.320  0.06
H -4.627 1.015 -2.009  0.06
H -2.989 0.922 -2.674  0.04
H -4.062 3.297 -1.047  0.06
H -3.951 3.239 -2.806  0.07
H -2.477 3.193 -1.846  0.05
H -2.933 -2.056 0.015  0.05
H -2.614 -1.537 -1.620  0.02
H -5.409 -1.598 -0.338  0.05
H -4.774 -2.799 -1.458  0.07
H -5.057 -1.155 -2.011  0.06

Forces on atoms 1 to 2 (eV/Å):
Li 0.3 -0.4 0.1
N -0.1 0.0 -0.2

The calculation puts the HOMO energy at -6.342 eV. As for the HOMO-LUMO gap: 6.65 eV. As for the total charge: 0. Its electronic energy is -143010.8126 eV.

Record 3
The following is a quantum chemistry calculation of C42H56BF4N4O4PTeTi as an isolated structure, from the OMol25 dataset.

Last column: Mulliken spin population.
Element x y z (Å)
Ti 0.179 0.238 -0.226  0.94
C -0.239 -2.260 4.858  0.00
C -0.855 -1.580 3.798  0.01
N -0.282 -0.628 3.096  0.03
C 0.970 -0.254 3.440  -0.03
C 1.660 -0.841 4.518  0.01
C 1.031 -1.892 5.207  0.00
C 2.917 -0.309 4.950  0.00
C 3.385 0.834 4.411  0.00
C 2.683 1.484 3.344  0.00
C 3.067 2.766 2.897  0.00
C 2.327 3.378 1.935  -0.01
C 1.314 2.637 1.313  -0.03
N 0.957 1.416 1.658  -0.02
C 1.562 0.881 2.762  0.04
H -0.769 -3.042 5.384  0.00
H -1.871 -1.842 3.523  0.00
H 1.548 -2.372 6.030  0.00
H 3.443 -0.805 5.756  0.00
H 4.295 1.291 4.778  0.00
H 3.928 3.248 3.342  0.00
H 2.556 4.369 1.572  0.00
H 0.793 3.060 0.470  0.02
C -1.324 2.735 2.896  0.00
C -1.803 3.259 1.568  0.00
C -2.108 4.615 1.435  0.00
C -2.721 5.107 0.299  0.00
C -3.099 4.235 -0.715  0.00
C -2.789 2.886 -0.637  0.00
C -3.347 1.895 -1.620  0.00
C -2.067 2.438 0.477  0.00
N -1.673 1.048 0.461  0.00
C -2.511 0.185 0.903  0.04
C -3.847 0.518 1.479  0.00
C -2.131 -1.262 0.764  0.04
C -3.128 -2.296 1.181  0.00
N -0.975 -1.512 0.271  -0.02
C -0.754 -2.850 -0.228  0.03
C 0.276 -3.621 0.311  -0.03
C 1.067 -3.150 1.495  0.01
C 0.517 -4.875 -0.229  0.00
C -0.248 -5.354 -1.280  0.00
C -1.277 -4.582 -1.784  0.00
C -1.563 -3.321 -1.271  0.00
C -2.717 -2.573 -1.890  0.00
H -0.517 3.351 3.295  0.00
H -0.978 1.705 2.843  0.01
H -2.148 2.781 3.613  0.00
H -1.882 5.280 2.260  0.00
H -2.949 6.162 0.220  0.00
H -3.659 4.599 -1.568  0.00
H -3.796 2.400 -2.471  0.00
H -4.140 1.308 -1.144  0.00
H -2.598 1.193 -1.984  0.00
H -4.129 1.544 1.265  0.00
H -3.810 0.394 2.566  0.00
H -4.611 -0.160 1.102  0.00
H -3.570 -2.011 2.136  0.00
H -2.660 -3.273 1.265  0.00
H -3.946 -2.370 0.462  0.00
H 0.520 -3.328 2.422  0.00
H 1.282 -2.083 1.442  0.03
H 2.010 -3.690 1.561  0.00
H 1.316 -5.478 0.184  0.00
H -0.043 -6.329 -1.702  0.00
H -1.875 -4.952 -2.608  0.00
H -2.595 -2.554 -2.970  0.00
H -2.802 -1.538 -1.566  0.00
H -3.656 -3.087 -1.670  0.00
F -0.554 -0.365 -2.066  -0.02
B 0.326 -1.163 -3.160  0.00
F 1.121 -1.972 -2.404  0.00
F 0.987 -0.158 -3.815  0.00
F -0.596 -1.804 -3.925  0.00
C 6.336 -0.698 1.218  0.00
C 5.002 -1.031 0.574  0.00
C 5.183 -1.912 -0.651  0.00
C 4.061 -1.707 1.556  0.00
O 4.429 0.274 0.250  0.00
P 3.346 0.771 -0.774  -0.01
O 3.218 2.238 -0.654  0.00
O 1.996 0.016 -0.443  -0.03
O 3.692 0.229 -2.199  0.01
C 4.660 0.797 -3.159  0.00
C 3.959 1.896 -3.939  0.00
C 5.887 1.350 -2.448  0.00
C 5.004 -0.367 -4.070  0.00
H 6.850 -1.614 1.511  0.00
H 6.184 -0.080 2.105  0.00
H 6.969 -0.149 0.520  0.00
H 5.538 -2.889 -0.319  0.00
H 5.922 -1.503 -1.335  0.00
H 4.244 -2.052 -1.187  0.00
H 4.547 -2.577 2.003  0.00
H 3.170 -2.042 1.029  0.00
H 3.774 -1.020 2.352  0.00
H 3.730 2.742 -3.292  0.00
H 3.035 1.516 -4.373  0.00
H 4.615 2.234 -4.743  0.00
H 5.607 2.098 -1.706  0.00
H 6.527 1.830 -3.189  0.00
H 6.466 0.566 -1.963  0.00
H 4.100 -0.744 -4.548  0.00
H 5.468 -1.180 -3.514  0.00
H 5.698 -0.034 -4.843  0.00
C 0.527 4.498 -1.736  0.00
Te 0.675 2.431 -2.253  -0.02
C -0.785 2.582 -3.796  0.00
H 1.340 5.027 -2.224  0.00
H 0.588 4.654 -0.663  0.00
H -0.433 4.865 -2.091  0.00
H -1.595 3.243 -3.503  0.00
H -1.156 1.588 -4.030  0.00
H -0.270 2.986 -4.664  0.00

Forces on atoms 1 to 2 (eV/Å):
Ti 0.9 0.5 -0.9
C 0.0 0.0 0.0

The calculation puts the HOMO energy (spin up / spin down) at -10.301 / -10.296 eV. As for the HOMO-LUMO gap (spin up / spin down): 6.52 / 6.53 eV. The multiplicity is 2. As for the total charge: +1. Its electronic energy is -109866.4574 eV.

Record 4
The following is a quantum chemistry calculation of C42H56N7Si4Ti as an isolated structure, from the OMol25 dataset.

Last column: Mulliken spin population.
Element x y z (Å)
Ti 0.078 -0.805 -0.420  0.93
C 1.632 -3.717 -0.692  0.02
N 1.438 -2.642 0.315  -0.02
C 0.868 -3.212 1.561  0.01
C -1.004 -1.678 2.712  -0.01
C -2.160 -1.951 3.637  0.00
C -3.308 -1.294 3.538  0.00
C -3.529 -0.338 2.454  0.00
C -2.670 -0.238 1.449  0.02
N -1.413 -0.919 1.478  -0.07
C 2.739 -1.917 0.470  0.01
C 3.021 -1.252 -0.855  0.00
C 4.213 -1.414 -1.537  0.00
C 4.294 -1.004 -2.861  0.00
C 3.186 -0.431 -3.461  0.00
C 2.055 -0.234 -2.694  0.05
N 1.972 -0.629 -1.420  0.01
C 0.464 -3.905 -1.611  0.00
C -0.031 -5.162 -1.912  0.00
C -0.989 -5.283 -2.907  0.00
C -1.401 -4.141 -3.572  0.00
C -0.879 -2.922 -3.174  0.02
N 0.025 -2.784 -2.199  0.03
H 1.890 -4.654 -0.198  0.00
H 2.482 -3.451 -1.318  0.00
H 1.434 -2.852 2.418  0.00
H 0.990 -4.294 1.533  0.00
H -2.019 -2.703 4.403  0.00
H -4.110 -1.477 4.241  0.00
H -4.418 0.279 2.447  0.00
H -2.813 0.419 0.607  0.01
H 3.556 -2.593 0.735  0.00
H 2.622 -1.188 1.260  0.00
H 5.048 -1.901 -1.050  0.00
H 5.211 -1.146 -3.419  0.00
H 3.198 -0.111 -4.494  0.00
H 1.188 0.266 -3.103  -0.01
H 0.352 -6.033 -1.395  0.00
H -1.389 -6.253 -3.172  0.00
H -2.118 -4.182 -4.380  0.00
H -1.200 -2.011 -3.666  0.00
C 2.152 0.357 4.670  0.00
C 1.316 -0.428 5.444  0.00
C 0.281 -1.111 4.822  0.00
C 0.137 -0.998 3.445  0.01
N 0.972 -0.294 2.689  -0.02
C 1.942 0.386 3.301  0.01
C -0.640 -2.902 1.767  0.03
C -1.424 -4.146 2.055  0.00
C -2.478 -4.518 1.335  0.00
C -2.963 -3.701 0.203  0.01
C -2.364 -2.557 -0.110  0.03
N -1.216 -2.121 0.623  0.04
C -2.703 -1.603 -1.195  0.01
C -3.903 -1.642 -1.877  0.00
C -4.095 -0.765 -2.939  0.00
C -3.085 0.114 -3.283  -0.01
C -1.930 0.125 -2.518  -0.05
N -1.759 -0.675 -1.462  -0.06
H 2.956 0.932 5.108  0.00
H 1.449 -0.493 6.516  0.00
H -0.415 -1.688 5.412  0.00
H 2.581 0.975 2.658  0.00
H -1.087 -4.744 2.896  0.00
H -3.012 -5.427 1.572  0.00
H -3.789 -4.071 -0.391  0.00
H -4.671 -2.349 -1.595  0.00
H -5.027 -0.779 -3.489  0.00
H -3.180 0.803 -4.110  0.00
H -1.128 0.818 -2.719  0.07
C 2.732 4.618 0.228  0.00
Si 2.596 2.789 -0.136  0.01
C 3.850 2.049 1.063  0.00
C 3.489 2.526 -1.769  0.00
Si 0.346 1.960 -0.188  -0.08
Si -0.875 2.958 1.619  0.00
C -2.739 3.013 1.289  0.00
C -0.697 2.114 3.288  0.00
C -0.378 4.723 1.989  -0.01
Si -0.420 3.283 -2.044  0.00
C 0.148 2.705 -3.765  0.00
C 0.060 5.091 -2.115  0.00
C -2.309 3.344 -2.124  0.00
H 3.802 4.844 0.269  0.00
H 2.301 4.907 1.183  0.00
H 2.293 5.255 -0.539  0.00
H 4.808 2.496 0.780  0.00
H 3.977 0.964 0.987  0.00
H 3.672 2.317 2.108  0.00
H 4.308 3.253 -1.789  0.00
H 2.903 2.675 -2.673  0.00
H 3.943 1.533 -1.810  0.00
H -3.097 2.443 0.435  0.00
H -3.047 4.049 1.127  0.00
H -3.264 2.654 2.179  0.00
H -0.997 1.066 3.306  0.00
H -1.356 2.657 3.974  0.00
H 0.320 2.189 3.683  0.00
H -0.404 5.389 1.125  0.00
H 0.614 4.779 2.437  0.00
H -1.086 5.113 2.728  0.00
H 1.234 2.700 -3.853  0.00
H -0.215 3.456 -4.474  0.00
H -0.214 1.743 -4.141  0.00
H 1.076 5.250 -2.484  0.00
H -0.056 5.638 -1.180  0.00
H -0.622 5.535 -2.848  0.00
H -2.832 2.470 -1.739  0.00
H -2.633 3.509 -3.157  0.00
H -2.655 4.203 -1.544  0.00

Forces on atoms 1 to 2 (eV/Å):
Ti 0.9 0.1 0.9
C -0.1 0.0 0.1

The calculation puts the HOMO energy (spin up / spin down) at -12.239 / -12.141 eV. As for the HOMO-LUMO gap (spin up / spin down): 6.32 / 6.19 eV. The multiplicity is 2. As for the total charge: +2. Its electronic energy is -109508.2113 eV.